A molecular structure, C13H17Cl2NO2PTi, computed with ωB97M-V/def2-TZVPD.

Each line ends with the Löwdin charge.
Element x y z (Å)
C1 3.74 3.64 -1.23  0.082
C2 3.24 2.45 -1.87  0.006
H1 4.83 3.80 -1.38  0.167
H2 3.50 3.56 -0.15  0.139
H3 3.19 4.52 -1.61  0.147
O1 3.44 1.42 -2.38  0.312
Cl1 0.92 1.77 2.51  0.159
Ti1 0.38 1.45 0.42  0.093
P1 -0.25 0.88 -2.09  0.729
C3 0.14 -0.69 -2.94  -0.233
C4 -2.03 1.04 -2.47  -0.246
H4 0.66 3.05 -2.74  0.037
H5 -0.28 2.26 -4.04  0.069
H6 1.39 1.72 -3.69  0.039
C5 0.46 2.09 -3.25  -0.252
H7 -2.48 1.84 -1.88  0.006
H8 -2.14 1.27 -3.54  0.067
H9 -0.06 -0.56 -4.02  0.077
H10 -0.51 -1.47 -2.54  0.066
H11 -2.53 0.09 -2.25  0.065
H12 1.19 -0.97 -2.77  0.040
C6 1.89 0.20 -0.36  -0.193
O2 2.68 -0.64 -0.53  0.157
Cl2 -1.22 3.02 0.08  0.115
N1 -0.58 -0.24 0.94  0.033
C7 -0.81 -1.08 1.74  -0.036
C8 -1.17 -2.00 2.74  -0.205
C9 -0.60 -3.30 2.78  0.001
C10 -1.09 -4.26 3.67  -0.038
C11 -2.13 -3.96 4.56  -0.017
C12 -2.64 -2.65 4.58  -0.035
C13 -2.16 -1.67 3.71  0.010
H13 0.22 -3.54 2.09  0.125
H14 -0.67 -5.26 3.66  0.123
H15 -2.55 -4.74 5.21  0.133
H16 -3.43 -2.40 5.29  0.125
H17 -2.55 -0.65 3.74  0.132

Computed properties:
E_HOMO (spin up / spin down) = -15.1 / -15.1 eV
Orbital gap (spin up / spin down) = 0.1955 / 0.1962 Eh
Net charge = +2
Spin multiplicity = 2
<S²> = 0.76



6 unconnected molecules or ions with the total composition C18H34N8O2, computed with ωB97M-V/def2-TZVPD.

Each line ends with the Löwdin charge.
Element x y z (Å)
C1 0.92 3.85 2.69  -0.140
C2 1.99 4.36 1.91  -0.099
C3 1.41 4.99 0.83  -0.126
N1 0.06 4.83 0.89  0.023
C4 -0.25 4.11 2.02  -0.154
H1 1.10 3.29 3.60  0.104
H2 3.03 4.25 2.16  0.099
H3 1.87 5.55 0.03  0.115
H4 -0.62 5.16 0.23  0.133
H5 -1.27 3.83 2.21  0.115
N2 -0.38 0.90 2.20  0.179
C5 0.16 0.37 1.08  -0.642
N3 1.14 1.08 0.49  0.197
O1 -0.13 -0.77 0.67  -0.041
H6 -0.06 1.83 2.44  0.044
H7 -1.24 0.54 2.56  0.107
H8 1.42 2.01 0.76  0.079
H9 1.63 0.67 -0.30  0.032
N4 -2.80 -0.57 -0.64  0.157
C6 -2.84 -1.81 -1.18  -0.680
N5 -1.88 -2.63 -0.63  0.151
O2 -3.66 -2.19 -2.02  0.011
H10 -2.06 -0.23 -0.04  0.054
H11 -3.52 0.10 -0.86  0.103
H12 -1.84 -3.55 -1.02  0.097
H13 -1.15 -2.24 -0.06  0.039
C7 1.20 -2.93 4.66  -0.100
C8 -0.12 -2.21 4.32  -0.257
C9 -0.92 -2.89 3.21  -0.203
C10 -1.16 -4.31 3.49  -0.240
N6 -1.34 -5.41 3.74  0.145
H14 1.01 -3.90 5.11  0.071
H15 1.88 -2.31 5.22  0.070
H16 1.73 -3.12 3.72  0.075
H17 0.03 -1.15 4.13  0.086
H18 -0.73 -2.25 5.22  0.109
H19 -0.38 -2.93 2.26  0.099
H20 -1.84 -2.36 2.96  0.116
C11 -0.99 1.05 -2.99  -0.110
C12 -1.51 2.30 -2.30  -0.234
C13 -0.36 3.30 -2.18  -0.214
C14 0.20 3.80 -3.43  -0.231
N7 0.65 4.16 -4.42  0.148
H21 -1.78 0.32 -3.19  0.071
H22 -0.23 0.52 -2.42  0.050
H23 -0.52 1.25 -3.96  0.076
H24 -1.83 2.05 -1.28  0.088
H25 -2.37 2.80 -2.74  0.115
H26 0.49 2.90 -1.61  0.103
H27 -0.67 4.15 -1.58  0.086
C15 0.46 -2.57 -3.91  -0.094
C16 1.80 -3.17 -3.44  -0.239
C17 2.17 -2.69 -2.02  -0.170
C18 2.34 -1.24 -1.93  -0.186
N8 2.49 -0.10 -1.85  0.163
H28 0.44 -1.49 -3.96  0.059
H29 -0.33 -2.94 -3.25  0.066
H30 0.32 -2.92 -4.93  0.076
H31 2.53 -2.86 -4.19  0.108
H32 1.72 -4.26 -3.48  0.108
H33 3.11 -3.16 -1.73  0.118
H34 1.47 -3.10 -1.29  0.116

Computed properties:
E_HOMO = -9.5 eV
Orbital gap = 0.3521 Eh
ΔE to the lowest compared entry with this formula, charge and spin = 0.00 kcal/mol



2 unconnected molecules or ions with the total composition C4H12, computed with ωB97M-V/def2-TZVPD.

Each line ends with the Löwdin charge.
Element x y z (Å)
C1 -1.41 -1.60 0.53  -0.403
C2 -1.52 -1.53 2.05  -0.312
H1 -2.40 -1.87 0.13  0.025
H2 -0.59 -2.21 0.16  0.017
H3 -1.20 -0.62 0.10  0.012
H4 -2.42 -0.96 2.26  0.037
H5 -0.63 -1.08 2.49  0.029
H6 -1.63 -2.54 2.47  0.037
C3 1.81 1.01 -0.81  -0.303
C4 1.14 2.07 -1.71  -0.314
H7 2.51 0.38 -1.36  0.034
H8 1.01 0.43 -0.37  0.018
H9 2.37 1.52 -0.02  0.034
H10 1.87 2.63 -2.31  0.036
H11 0.54 2.73 -1.09  0.028
H12 0.55 1.61 -2.51  0.026

Computed properties:
E_HOMO (spin up / spin down) = 1.5 / -7.9 eV
Orbital gap (spin up / spin down) = 0.1026 / 0.4533 Eh
Net charge = -1
Spin multiplicity = 2
ΔE to the lowest compared entry with this formula, charge and spin = 3.50 kcal/mol
<S²> = 0.75



Largest force on an atom for every record listed, in sequence, given in eV/Å: 6.68 1.44 1.13.
Energy for every record listed, in sequence, given in eV: -76775.8521 -35234.7778 -4340.8847.